Molecular formula: C5H11N2O
Method: DFT, ωB97M-V/def2-TZVPD

Geometry as ORCA input:
```
! RIJCOSX wB97M-V def2-TZVPD def2/J DEFGRID3
* xyz 1 1
C -0.55 -0.98 -1.67
C 0.14 -0.73 -0.60
C -0.65 1.59 0.62
C 1.60 -0.86 -0.58
C -0.63 -0.35 0.57
N -0.98 2.08 -0.53
N 0.08 -0.55 1.84
O -0.45 2.04 1.70
H -1.56 -0.86 -1.81
H 0.09 -1.37 -2.61
H 1.97 -0.06 0.06
H 1.79 -1.79 -0.13
H 2.08 -0.62 -1.59
H -1.62 -0.57 0.45
H -1.38 1.54 -1.23
H -1.03 3.11 -0.71
H 0.06 -1.49 2.27
H -0.05 0.30 2.43
H 1.07 -0.42 1.51
*
```

Energy above the lowest of the compared OMol25 structures with the same formula, charge and spin, eV: 2.9240
LUMO, eV: -3.2611
HOMO level, eV: -13.118
Frontier orbital gap, hartree: 0.36224



Molecular formula: C5H8OS2
Method: DFT, ωB97M-V/def2-TZVPD

Geometry as ORCA input:
```
! RIJCOSX wB97M-V def2-TZVPD def2/J DEFGRID3
* xyz 0 1
C 2.40 -0.61 0.30
C -2.22 -0.58 1.61
C 2.17 0.04 -0.83
C -1.78 -0.89 0.40
C 0.96 0.94 -0.97
O -2.44 1.51 -0.36
S -0.23 0.31 -2.09
S -2.23 0.26 -1.07
H 3.37 -1.07 0.61
H 1.42 -0.62 0.90
H -1.98 -1.15 2.45
H -2.86 0.32 1.90
H 2.95 0.15 -1.58
H -1.25 -1.77 0.14
H 1.30 2.06 -1.31
H 0.41 1.10 -0.09
*
```

Energy above the lowest of the compared OMol25 structures with the same formula, charge and spin, eV: 3.3751
LUMO, eV: 0.1103
HOMO level, eV: -9.015
Frontier orbital gap, hartree: 0.33535



Molecular formula: C35H38BCdN8S3Si
Method: DFT, ωB97M-V/def2-TZVPD

Geometry as ORCA input:
```
! RIJCOSX wB97M-V def2-TZVPD def2/J DEFGRID3
* xyz -1 1
Cd -0.06 1.02 0.11
C -3.43 -0.34 -0.84
C -2.80 0.59 -1.82
C -3.24 0.94 -3.10
C -2.30 1.83 -3.59
C -2.30 2.54 -4.90
N -1.36 1.99 -2.64
N -1.65 1.22 -1.57
B -0.07 2.85 -2.74
N -0.03 3.88 -1.59
N 0.07 3.50 -0.29
C 0.13 4.61 0.43
C 0.23 4.56 1.92
C 0.08 5.73 -0.41
C -0.02 5.22 -1.69
C -0.12 5.96 -2.98
N 1.18 1.95 -2.69
N 1.47 1.16 -1.63
C 2.58 0.49 -1.91
C 3.17 -0.48 -0.94
C 3.02 0.84 -3.19
C 2.10 1.76 -3.66
C 2.09 2.48 -4.97
H -4.40 -0.67 -1.20
H -2.79 -1.21 -0.70
H -3.57 0.15 0.13
H -4.13 0.61 -3.60
H -3.21 2.29 -5.44
H -2.27 3.63 -4.76
H -1.44 2.26 -5.51
H -0.09 3.43 -3.78
H 0.56 3.57 2.24
H 0.93 5.31 2.29
H -0.74 4.75 2.38
H 0.11 6.77 -0.12
H -0.14 7.03 -2.79
H 0.73 5.74 -3.63
H -1.02 5.68 -3.52
H 2.60 -0.48 -0.01
H 3.14 -1.49 -1.35
H 4.21 -0.22 -0.72
H 3.88 0.46 -3.71
H 2.97 2.18 -5.54
H 1.20 2.24 -5.55
H 2.12 3.56 -4.82
S -1.11 -7.46 0.13
C -0.42 -5.98 -0.14
S -1.39 -4.61 -0.61
C 0.07 -3.54 -0.59
N 1.11 -4.21 -0.25
N 0.87 -5.56 -0.02
C 2.02 -6.30 0.36
C 2.11 -7.69 0.26
C 3.29 -8.33 0.63
C 4.38 -7.62 1.09
C 4.30 -6.24 1.17
C 3.14 -5.58 0.81
S -0.05 -1.90 -0.93
H 1.28 -8.26 -0.10
H 3.34 -9.41 0.55
H 5.29 -8.14 1.37
H 5.14 -5.66 1.53
H 3.06 -4.51 0.87
C -3.57 3.31 4.31
C -2.38 3.23 5.00
C -1.35 2.43 4.51
C -1.48 1.71 3.33
C -2.69 1.82 2.64
C -3.73 2.60 3.12
Si -0.06 0.66 2.60
C -0.31 -1.13 3.16
C -1.22 -1.96 2.51
C -1.36 -3.30 2.86
C -0.58 -3.83 3.88
C 0.32 -3.02 4.55
C 0.46 -1.68 4.19
H -4.38 3.93 4.68
H -2.25 3.78 5.92
H -0.41 2.38 5.06
H -2.82 1.29 1.70
H -4.66 2.67 2.57
H 1.11 1.09 3.44
H -1.81 -1.57 1.68
H -2.05 -3.93 2.32
H -0.68 -4.87 4.14
H 0.93 -3.43 5.34
H 1.18 -1.06 4.71
*
```

Energy above the lowest of the compared OMol25 structures with the same formula, charge and spin, eV: 0.0000
LUMO, eV: 2.2606
HOMO level, eV: -4.511
Frontier orbital gap, hartree: 0.24884



Molecular formula: C4H12S2
Method: DFT, ωB97M-V/def2-TZVPD

Geometry as ORCA input:
```
! RIJCOSX wB97M-V def2-TZVPD def2/J DEFGRID3
* xyz 0 1
C 0.87 -2.97 -1.42
S 0.63 -1.15 -1.08
C -1.21 -1.27 -1.02
H 1.00 -3.04 -2.50
H 0.00 -3.52 -1.10
H 1.73 -3.37 -0.90
H -1.60 -0.27 -1.20
H -1.53 -1.97 -1.79
H -1.52 -1.66 -0.05
C -1.02 2.21 1.87
S -0.28 2.92 0.38
C 1.34 2.12 0.53
H -2.06 1.91 1.76
H -0.85 2.90 2.70
H -0.46 1.30 2.08
H 1.17 1.06 0.70
H 1.88 2.38 -0.37
H 1.91 2.42 1.41
*
```

Energy above the lowest of the compared OMol25 structures with the same formula, charge and spin, eV: 0.6138
LUMO, eV: 0.9693
HOMO level, eV: -8.359
Frontier orbital gap, hartree: 0.34280
SMILES: CSC.CSC



Molecular formula: CH3N4
Method: DFT, ωB97M-V/def2-TZVPD

Geometry as ORCA input:
```
! RIJCOSX wB97M-V def2-TZVPD def2/J DEFGRID3
* xyz 1 1
C 0.58 -0.13 -0.51
N 1.54 -1.13 -0.65
N 1.97 -0.39 0.28
N 1.38 0.86 -0.02
N -2.04 -0.49 0.31
H 1.17 1.55 0.59
H -2.22 -0.65 -0.73
H -2.38 0.37 0.71
*
```

Energy above the lowest of the compared OMol25 structures with the same formula, charge and spin, eV: 10.4684
LUMO (alpha / beta), eV: -7.1036 / -9.0514
HOMO level (alpha / beta), eV: -16.229 / -16.250
Frontier orbital gap (alpha / beta), hartree: 0.33537 / 0.26453



Molecular formula: C10H27Cl2O2P2SSm
Method: DFT, ωB97M-V/def2-TZVPD

Geometry as ORCA input:
```
! RIJCOSX wB97M-V def2-TZVPD def2/J DEFGRID3
* xyz 2 6
C 1.96 -2.13 1.64
C 1.52 -0.78 1.40
H 2.34 -2.22 2.67
H 2.73 -2.39 0.90
H 1.10 -2.80 1.47
O 1.62 0.32 1.82
Cl 0.29 -2.02 -1.44
Sm -0.43 0.21 -0.42
P 2.13 1.13 -1.29
C 2.71 2.81 -0.83
C 3.73 0.25 -1.32
H 4.37 0.82 -2.01
H 2.89 1.67 -3.49
H 3.56 -0.77 -1.70
H 1.54 0.48 -3.55
H 2.95 2.86 0.23
H 4.17 0.21 -0.32
C 1.91 1.40 -3.09
H 3.61 3.02 -1.43
H 1.18 2.20 -3.27
H 1.94 3.56 -1.04
P -2.22 -1.30 1.13
C -3.32 -0.50 2.36
C -3.53 -1.81 -0.07
H -1.53 -3.61 1.27
H -2.97 -3.25 2.31
H -1.30 -2.77 2.84
C -1.98 -2.90 1.98
H -3.04 -2.20 -0.96
H -4.15 -2.58 0.41
H -4.03 -1.24 2.74
H -3.87 0.34 1.91
H -4.13 -0.95 -0.36
H -2.72 -0.10 3.19
Cl -1.86 1.03 -2.28
C -0.08 4.32 2.01
S -0.52 2.81 1.16
C -2.11 3.34 0.49
O -0.89 1.73 2.15
H 0.89 4.16 2.51
H -0.87 4.56 2.73
H 0.02 5.12 1.26
H -1.90 3.90 -0.43
H -2.71 2.47 0.20
H -2.63 3.95 1.24
*
```

Energy above the lowest of the compared OMol25 structures with the same formula, charge and spin, eV: 3.3843
LUMO (alpha / beta), eV: -10.6040 / -10.5644
HOMO level (alpha / beta), eV: -15.739 / -15.739
Frontier orbital gap (alpha / beta), hartree: 0.18872 / 0.19015



Molecular formula: C3H28NO10
Method: DFT, ωB97M-V/def2-TZVPD

Geometry as ORCA input:
```
! RIJCOSX wB97M-V def2-TZVPD def2/J DEFGRID3
* xyz 1 1
C -0.73 -0.62 -0.82
C -0.56 -2.12 -1.23
C 0.72 -2.35 -2.13
O -0.37 -2.94 -0.03
N -1.37 -0.38 0.49
H 0.38 -0.35 -0.82
H -1.14 0.00 -1.65
H -1.42 -2.60 -1.60
H 0.66 -1.49 -2.80
H 0.39 -3.15 -2.84
H 1.62 -2.57 -1.52
H -1.04 -3.69 -0.07
H -1.20 -1.29 1.00
H -2.40 -0.21 0.40
H -1.00 0.46 0.93
H -3.22 1.51 -0.50
H -4.67 0.75 -0.37
O -3.76 0.75 -0.15
H -1.75 2.57 0.15
H -2.52 3.75 -0.22
O -2.34 2.88 -0.55
H -1.24 3.06 2.46
H 0.03 2.45 1.84
O -0.93 2.46 1.76
H 0.21 2.31 -1.73
H 1.13 1.71 -2.91
O 0.73 1.58 -2.07
H 2.86 -0.36 0.27
H 3.12 -0.58 -1.27
O 2.77 0.07 -0.62
H 1.92 2.20 0.84
H 2.38 1.85 2.20
O 1.60 1.74 1.69
H 1.87 2.17 -1.24
H 3.22 1.76 -0.90
O 2.62 2.49 -0.69
H 0.19 -1.91 2.71
H -0.73 -1.60 3.95
O -0.55 -1.39 3.03
H 0.92 -2.71 1.13
H 2.12 -3.49 1.98
O 1.50 -2.74 1.91
*
```

Energy above the lowest of the compared OMol25 structures with the same formula, charge and spin, eV: 2.0518
LUMO, eV: -2.4631
HOMO level, eV: -13.480
Frontier orbital gap, hartree: 0.40487



Molecular formula: C2H25NO12
Method: DFT, ωB97M-V/def2-TZVPD

Geometry as ORCA input:
```
! RIJCOSX wB97M-V def2-TZVPD def2/J DEFGRID3
* xyz 0 1
N -0.48 1.83 -0.77
C -1.08 0.90 -1.75
C -0.16 -0.11 -2.51
O -0.60 -1.15 -2.99
O 0.98 0.47 -2.87
H -0.66 1.56 0.16
H -0.65 2.81 -1.03
H -1.67 1.53 -2.60
H -1.93 0.46 -1.28
H 1.71 -0.11 -3.31
O 1.50 0.22 1.92
H 1.93 0.46 2.80
H 1.86 0.79 1.14
O 1.37 3.88 1.32
H 0.59 3.58 1.94
H 1.00 4.37 0.64
O 2.48 -1.85 0.60
H 1.99 -2.38 1.24
H 2.12 -0.99 0.78
O 2.35 -2.03 -2.07
H 2.86 -1.97 -1.29
H 2.25 -2.94 -2.23
O 2.38 1.70 0.15
H 1.95 1.74 -0.67
H 2.00 2.59 0.51
O -3.55 -0.23 0.47
H -3.00 -0.58 1.25
H -4.44 -0.06 0.82
O -0.86 -3.81 0.37
H -1.59 -3.38 -0.10
H -0.15 -3.69 -0.20
O -0.92 -1.02 2.19
H -0.03 -0.80 2.06
H -1.06 -1.89 1.71
O -0.46 2.08 2.22
H -0.05 1.22 2.12
H -1.22 1.98 2.81
O -2.23 -2.03 -1.02
H -1.70 -1.79 -1.79
H -2.81 -1.33 -0.77
*
```

Energy above the lowest of the compared OMol25 structures with the same formula, charge and spin, eV: 0.1908
LUMO, eV: 0.1072
HOMO level, eV: -9.614
Frontier orbital gap, hartree: 0.35723
SMILES: NCC(=O)O.O.O.O.O.O.O.O.O.O.O



Molecular formula: C3H4O2
Method: DFT, ωB97M-V/def2-TZVPD

Geometry as ORCA input:
```
! RIJCOSX wB97M-V def2-TZVPD def2/J DEFGRID3
* xyz 0 1
O 2.41 -0.89 -0.88
C 1.43 -0.49 -0.40
C -0.03 0.85 0.18
C -0.77 -0.41 0.28
O -0.14 -1.28 -0.56
H -0.05 1.27 -0.83
H -0.19 1.59 0.98
H -1.70 0.12 -0.08
H -0.97 -0.76 1.31
*
```

Energy above the lowest of the compared OMol25 structures with the same formula, charge and spin, eV: 3.7062
LUMO, eV: 0.1542
HOMO level, eV: -9.900
Frontier orbital gap, hartree: 0.36947



Molecular formula: C3H5BrINO3
Method: DFT, ωB97M-V/def2-TZVPD

Geometry as ORCA input:
```
! RIJCOSX wB97M-V def2-TZVPD def2/J DEFGRID3
* xyz 0 1
C -0.76 0.12 0.15
C 0.61 -0.41 0.56
O 1.59 0.46 0.05
C 0.87 -1.94 0.24
Br 2.41 -2.58 1.09
I 1.01 -2.40 -2.38
N -0.28 -2.80 0.51
O -0.36 -3.83 -0.08
O -0.97 -2.44 1.40
H -1.08 0.03 -0.88
H -0.68 1.22 0.53
H -1.56 -0.49 0.81
H 0.69 -0.32 1.64
H 1.26 0.85 -0.71
*
```

Energy above the lowest of the compared OMol25 structures with the same formula, charge and spin, eV: 0.0869
LUMO (alpha / beta), eV: -2.1289 / -2.1278
HOMO level (alpha / beta), eV: -9.678 / -9.678
Frontier orbital gap (alpha / beta), hartree: 0.27741 / 0.27748
SMILES: C[C@H](O)[C@](Br)(I)[N+](=O)[O-]



Molecular formula: H4N2O2S2
Method: DFT, ωB97M-V/def2-TZVPD

Geometry as ORCA input:
```
! RIJCOSX wB97M-V def2-TZVPD def2/J DEFGRID3
* xyz 0 3
N 1.82 -0.76 -0.43
N -0.26 1.30 0.82
O -1.31 -1.82 0.76
O -1.60 1.77 -1.29
S -1.23 -1.18 -0.56
S -1.55 1.02 -0.02
H 1.39 -0.90 0.46
H 2.35 0.04 -0.51
H 0.94 -0.59 -1.05
H -0.54 1.14 1.82
*
```

Energy above the lowest of the compared OMol25 structures with the same formula, charge and spin, eV: 0.4991
LUMO (alpha / beta), eV: -0.3119 / -3.0195
HOMO level (alpha / beta), eV: -9.692 / -10.132
Frontier orbital gap (alpha / beta), hartree: 0.34473 / 0.26140



Molecular formula: C35H34I2KN3O6P2
Method: DFT, ωB97M-V/def2-TZVPD

Geometry as ORCA input:
```
! RIJCOSX wB97M-V def2-TZVPD def2/J DEFGRID3
* xyz 0 1
K -1.25 -0.44 0.60
C 3.60 -0.24 3.19
N 2.29 -0.36 2.53
P 2.02 -1.34 1.17
C 3.37 -0.83 0.04
C 4.61 -1.45 -0.07
C 5.56 -0.96 -0.96
C 5.27 0.16 -1.74
C 4.04 0.79 -1.63
C 3.09 0.29 -0.75
C 2.54 -3.00 1.71
C 2.58 -3.34 3.06
C 2.86 -4.65 3.45
C 3.09 -5.63 2.49
C 3.04 -5.30 1.15
C 2.76 -4.00 0.76
P 0.93 0.53 3.06
C 1.05 0.36 4.88
C 0.38 -0.72 5.45
C 0.46 -0.97 6.81
C 1.21 -0.13 7.62
C 1.87 0.96 7.07
C 1.80 1.20 5.71
C 1.39 2.27 2.79
C 0.59 3.27 3.33
C 0.81 4.60 3.02
C 1.83 4.95 2.15
C 2.63 3.97 1.60
C 2.41 2.63 1.91
H 4.34 -0.81 2.64
H 3.56 -0.60 4.21
H 3.93 0.81 3.21
H 4.84 -2.32 0.52
H 6.52 -1.45 -1.05
H 6.01 0.54 -2.43
H 3.81 1.65 -2.24
H 2.11 0.76 -0.69
H 2.38 -2.59 3.81
H 2.89 -4.90 4.50
H 3.31 -6.64 2.80
H 3.21 -6.06 0.39
H 2.71 -3.75 -0.30
H -0.22 -1.37 4.82
H -0.06 -1.82 7.24
H 1.27 -0.32 8.69
H 2.45 1.62 7.70
H 2.32 2.05 5.28
H -0.23 3.01 3.99
H 0.17 5.37 3.45
H 2.01 5.99 1.90
H 3.43 4.23 0.92
H 3.03 1.87 1.46
I 2.77 -2.56 -3.28
C 0.77 -2.59 -4.00
I -0.61 -1.31 -3.01
H 0.41 -3.61 -3.91
H 0.80 -2.31 -5.04
O -4.04 1.47 -2.60
C -3.69 0.68 -1.72
O -2.56 0.11 -1.61
C -4.63 0.41 -0.56
C -5.70 1.26 -0.28
C -6.45 1.09 0.87
C -6.14 0.10 1.79
C -5.07 -0.73 1.48
C -4.35 -0.62 0.32
N -4.64 -1.73 2.46
O -3.48 -2.12 2.39
O -5.43 -2.10 3.31
H -5.92 2.05 -0.99
H -7.28 1.76 1.08
H -6.68 -0.03 2.71
H -3.58 -1.34 0.08
N -1.59 3.11 -2.38
C -2.10 3.41 -1.05
C -1.44 2.49 -0.04
O -1.88 2.25 1.06
O -0.29 1.96 -0.48
H -2.22 2.45 -2.84
H -0.29 2.19 -1.45
H -1.50 3.93 -2.95
H -3.18 3.30 -0.96
H -1.83 4.42 -0.76
*
```

Energy above the lowest of the compared OMol25 structures with the same formula, charge and spin, eV: 0.0000
LUMO, eV: -0.3711
HOMO level, eV: -8.361
Frontier orbital gap, hartree: 0.29364